# 1
A structure of composition C44H34F5N3O3S, computed with ωB97M-V/def2-TZVPD.

The calculation puts the orbital gap at 0.2858 Eh. The LUMO energy is -0.04350 Ha. Its largest force on an atom is 3.29 eV/Å.

Geometry (Å):
C -5.9386 1.1411 4.5007
F 4.2680 -1.2989 -3.1192
C 7.7863 -2.7049 -5.2359
C 2.0536 -1.0133 -1.0407
C -8.7533 -1.7567 2.7670
H 10.5246 -1.3691 -6.7158
N -3.9602 2.6909 3.8445
C -4.4784 -1.0028 2.9135
H -11.7339 0.4651 4.1851
C -8.0565 5.0936 5.8479
C -9.0095 -0.4754 2.1116
H -8.5485 6.5578 2.8460
F -8.7444 4.6718 6.9233
C 8.3993 -3.6891 -4.4703
C -6.6432 5.9600 3.6398
C 8.5653 -1.8854 -6.0334
H -5.5915 -3.5207 3.1055
C 4.3233 -0.7967 -4.3690
C 5.4777 0.4722 -6.0360
H -6.0878 6.2998 2.7732
C 3.3407 -0.5246 -6.5325
C -10.9007 -0.1578 3.7617
C 9.1537 1.2512 -1.7003
C -10.6502 -1.4535 4.4128
C -9.5461 -2.2819 3.9120
H 11.6302 -3.1101 -5.3243
H 9.2946 -1.9400 -2.8467
C -6.6804 4.9499 5.8238
C 5.4178 -0.0411 -4.7470
C 8.7193 -0.0251 -2.0413
H -9.8162 5.7576 4.8315
H 1.3971 -3.0496 -0.8434
F 0.7043 1.8563 0.7076
H -10.3407 1.3540 2.1756
C 11.3859 0.6829 -2.3970
H 10.2606 -4.5979 -3.9006
C -3.9200 0.3780 3.0502
O -3.8217 -2.0145 2.1858
C -8.7382 5.6624 4.7871
C 0.8847 0.5838 0.3045
H -4.8940 5.2665 4.6768
H 2.5287 -0.7075 -7.2263
C 0.0855 -0.4132 0.8335
H -6.8441 -3.0147 4.3436
H -6.1729 4.5039 6.6708
F 11.8140 -1.4727 -3.2441
C -8.0255 6.1030 3.6790
H -0.3584 -2.5130 0.8166
C 9.9414 -2.0227 -6.0786
F 7.9731 -0.9369 -6.7789
H 10.8226 2.6017 -1.6181
H 7.6812 -0.3025 -1.8968
H 6.7115 -2.5712 -5.2173
C -6.3483 -2.7407 3.3600
C 0.2673 -1.7249 0.4144
H 7.7986 -4.3427 -3.8485
C 10.5535 -2.9986 -5.3036
C -6.4309 -0.2017 4.3356
C 1.8647 0.3007 -0.6299
H 2.4724 1.1033 -1.0305
N -2.7213 0.8188 2.5025
C 9.7818 -3.8333 -4.5020
H 4.4838 0.6375 -7.9316
H 2.8246 -1.2475 -1.7662
H -11.2260 -1.8266 5.2895
H 2.4419 -1.6475 -4.9243
H 12.4291 0.9390 -2.5359
O -3.0298 -3.0673 3.8495
H -0.6750 -0.1529 1.5677
C 4.4379 0.2327 -6.9271
H 6.2150 0.1419 -4.0361
N -2.6929 -2.4987 2.8801
C -5.9702 5.3812 4.7101
C -5.7509 -1.3066 3.5492
H -9.2756 -3.2780 4.3565
H -6.4979 1.9313 5.0692
C 10.4853 1.6059 -1.8803
C 3.2845 -1.0479 -5.2469
C -7.5523 -2.6817 2.3151
C 10.9398 -0.5817 -2.7380
H 8.4516 1.9700 -1.2930
C 1.2532 -2.0246 -0.5203
H -7.4093 -0.4415 4.8296
O -7.5600 -3.3163 1.2884
S -2.5603 2.4354 2.9789
H 6.3338 1.0586 -6.3449
H -8.3791 -0.1266 1.2500
C -10.1221 0.3480 2.6231
C 9.6162 -0.9459 -2.5684
C -4.6238 1.4891 3.8403

---

# 2
The ion C8H13F4N2 with charge +1, computed with ωB97M-V/def2-TZVPD.

The calculation puts the orbital gap (spin up / spin down) at 0.3037 / 0.3037 Eh. The LUMO energy (spin up / spin down) is -0.16637 / -0.16635 Ha. The SMILES is CCCCN(F)/C=C(/F)[N+](C)=C(F)F. Its largest force on an atom is 4.07 eV/Å. The relative energy (zero: lowest compared OMol25 entry of this formula, charge and spin) comes out at 4.541 eV. Its total charge is +1.

Geometry (Å):
C 1.0005 1.6476 1.2881
H 2.8062 1.7919 3.0602
H 0.0381 -2.0364 0.7638
H -2.4131 -0.9876 -2.3836
H 0.0247 -1.5039 -3.6670
F -1.3536 0.8105 1.2387
C 0.0533 -1.0025 1.1178
H -1.1186 -2.1281 -1.8727
H -0.9040 -0.1997 -4.1317
F 1.0807 2.8623 1.6950
C 1.0400 -0.5889 1.9339
C -0.0642 -0.3698 -3.6112
C -2.0231 -0.7489 -0.3179
H 0.7340 0.2325 -3.8985
C -1.5265 -1.1203 -1.7546
C 1.9422 1.2671 3.4161
F 0.7199 1.4871 0.0703
H 0.5924 -0.1172 -1.5485
H -2.4237 -1.4973 0.2419
H 1.0947 1.7961 3.7502
H -0.8637 0.9341 -2.0810
C -0.3725 -0.0774 -2.1653
H -2.6846 0.0880 -0.4436
F 1.7936 -1.5164 2.5694
H 2.2952 0.5021 4.0783
N 1.3942 0.7403 2.1778
N -0.8620 -0.2654 0.4740

---

# 3
The molecule C3H4N2O, computed with ωB97M-V/def2-TZVPD.

The calculation puts the orbital gap at 0.3592 Eh. The LUMO energy is 0.02206 Ha. The SMILES is On1ccnc1. Its largest force on an atom is 4.50 eV/Å. The relative energy (zero: lowest compared OMol25 entry of this formula, charge and spin) comes out at 4.364 eV.

Geometry (Å):
C -1.2193 -0.0156 -0.4818
C 0.9882 0.1235 0.1785
H 1.7105 0.8350 -1.6031
H 1.9054 0.3837 1.0377
N -0.5437 0.3881 -1.5747
O -0.8624 -0.8444 1.5796
C 0.8667 0.3493 -1.1334
N -0.3688 -0.1591 0.5474
H -0.1338 -1.3467 2.0034
H -2.3430 0.2862 -0.5536

---

# 4
A structure of composition C22H29N3O2Re, computed with ωB97M-V/def2-TZVPD.

The calculation puts the orbital gap (spin up / spin down) at 0.2080 / 0.2100 Eh. The LUMO energy (spin up / spin down) is -0.56843 / -0.56702 Ha. Its largest force on an atom is 0.95 eV/Å. The relative energy (zero: lowest compared OMol25 entry of this formula, charge and spin) comes out at 0.000 eV. Its spin multiplicity is 2. Its total charge is +4.

Geometry (Å):
C -1.7138 -1.4847 2.6449
H -0.8221 -2.7368 0.2883
C 1.8551 2.0272 0.1009
H 0.4815 -0.0144 3.3428
C 2.3910 -1.7994 1.0878
H 5.6523 3.1668 -1.2835
H -4.4114 3.2105 0.2408
H 2.8090 -0.2475 2.5461
C -2.9741 0.6290 -1.4670
H -2.8862 -1.3851 0.7984
H 4.4949 -1.6718 1.4708
C 1.3195 -2.4156 0.3908
H -3.7843 -1.8584 2.2304
H 4.8318 2.9593 -2.8641
C 3.2925 1.2985 -1.4046
C 4.7224 3.2971 -1.8350
N 3.6291 2.5518 -1.1763
H 3.4560 -0.4130 -2.4808
H -0.8644 -1.9912 4.6266
C -3.1180 1.6997 -0.5224
H -2.5804 -2.3287 4.4304
H -1.8914 -0.4500 2.9572
C 2.7588 3.1724 -0.1736
H -2.2750 -1.9946 -2.4505
H -6.0755 0.7814 -2.9053
C -0.0248 -2.2522 0.8400
C -2.8266 -1.9674 1.7242
H 4.0700 -1.5944 -0.2458
N 2.1780 0.9483 -0.6244
C -1.6147 -2.3598 3.9268
C 0.7003 -0.7350 2.5610
H -2.2920 1.9641 0.1241
O 0.8891 1.8140 0.8868
H -0.5396 -1.6048 -2.4185
O -0.7767 0.1991 -0.7529
C -4.0786 0.3030 -2.3290
Re 0.6988 -0.1891 0.3377
C -1.8079 -0.1015 -1.5869
C -4.2887 2.3932 -0.4567
H 3.9727 -3.1265 0.6073
H 4.6920 0.7473 -2.7730
C -0.3479 -1.5355 2.0379
H 1.5239 -3.0578 -0.4588
C -5.3531 2.0509 -1.3165
C -1.5377 -1.1950 -2.5562
C -5.2435 1.0131 -2.2540
H 4.4517 4.3500 -1.8586
H -1.6155 -0.8252 -3.5817
H -1.3965 -3.3983 3.6757
H -6.2813 2.6079 -1.2503
H 2.2238 4.0378 -0.5787
C 3.8136 -2.0507 0.7113
N 3.8791 0.4689 -2.2365
H -3.9878 -0.5060 -3.0416
C 2.0401 -0.8629 2.0920
H -2.7204 -3.0261 1.4793
H 3.3031 3.4882 0.7231

---

# 5
The molecule C5H6N2O, computed with ωB97M-V/def2-TZVPD.

The calculation puts the orbital gap at 0.3462 Eh. The LUMO energy is 0.03090 Ha. The SMILES is c1n[nH]c2c1COC2. Its largest force on an atom is 6.46 eV/Å. The relative energy (zero: lowest compared OMol25 entry of this formula, charge and spin) comes out at 2.286 eV.

Geometry (Å):
H 1.1083 1.7185 -1.3670
C -0.1037 -0.7580 -0.0417
C 0.0005 0.6677 -0.1693
C 0.5863 -1.2315 -1.2064
O -1.1460 0.2561 1.6713
H -1.3779 -1.7714 1.4288
H 0.2202 1.7312 1.6543
N 1.0746 -0.2612 -1.8684
C -0.5539 1.2383 0.9770
H 0.2642 -1.2221 1.9830
N 0.8218 0.8490 -1.1908
C -0.5763 -0.9853 1.3052
H -1.3355 2.0029 0.6875
H 0.8963 -2.2099 -1.5316